No. 1
{
  "formula": "C25H29AsN6O2S6Tb",
  "method": "ωB97M-V with the def2-TZVPD basis set",
  "symbols": ["Tb", "N", "C", "N", "C", "N", "N", "C", "C", "C", "C", "C", "C", "N", "C", "C", "C", "C", "C", "C", "H", "H", "H", "H", "H", "H", "H", "H", "H", "H", "H", "O", "N", "C", "C", "C", "C", "C", "S", "H", "H", "H", "H", "S", "As", "S", "S", "S", "C", "C", "C", "S", "O", "C", "C", "C", "H", "H", "H", "H", "H", "H", "H", "H", "H", "H", "H", "H", "H", "H"],
  "positions_angstrom": [[0.285, 0.421, -0.397], [1.733, -2.307, -3.743], [0.668, -1.744, -3.111], [0.381, -1.889, -1.870], [1.249, -2.643, -1.075], [1.029, -2.756, 0.188], [0.173, -1.797, 0.655], [-0.446, -2.037, 1.801], [-1.315, -1.063, 2.324], [-2.043, -1.275, 3.529], [-2.911, -0.324, 3.983], [-3.082, 0.865, 3.235], [-2.334, 1.009, 2.078], [-1.457, 0.115, 1.621], [2.406, -3.312, -1.680], [3.309, -4.076, -0.953], [4.454, -4.578, -1.547], [4.723, -4.290, -2.883], [3.835, -3.526, -3.619], [2.673, -3.051, -3.020], [2.041, -1.851, -4.587], [-0.022, -1.226, -3.758], [-0.323, -2.991, 2.305], [-1.896, -2.205, 4.069], [-3.468, -0.484, 4.901], [-3.770, 1.643, 3.541], [-2.437, 1.900, 1.466], [3.106, -4.233, 0.098], [5.156, -5.161, -0.963], [5.637, -4.643, -3.346], [4.047, -3.268, -4.651], [-1.824, 0.329, -1.444], [-2.039, 1.231, -2.390], [-2.504, 0.821, -3.585], [-2.717, 1.694, -4.617], [-2.417, 3.047, -4.414], [-1.944, 3.457, -3.195], [-1.751, 2.548, -2.133], [-1.188, 2.997, -0.595], [-2.673, -0.244, -3.642], [-3.080, 1.319, -5.564], [-2.536, 3.761, -5.220], [-1.660, 4.483, -3.006], [4.503, 1.601, -3.159], [2.796, 1.528, -1.881], [2.997, -0.098, -0.436], [1.009, 1.081, -3.072], [2.354, 3.388, -0.908], [-1.383, 4.405, 4.802], [-0.668, 4.291, 3.459], [0.224, 3.055, 3.386], [1.119, 3.023, 1.782], [1.083, 1.526, 1.475], [2.785, 3.377, 2.408], [3.550, 2.101, 2.728], [3.150, 1.416, 4.032], [-2.075, 5.251, 4.822], [-0.665, 4.536, 5.618], [-1.955, 3.495, 5.006], [-0.069, 5.191, 3.276], [-1.401, 4.245, 2.647], [-0.373, 2.140, 3.375], [0.917, 3.012, 4.229], [2.646, 4.042, 3.268], [3.274, 3.907, 1.591], [4.615, 2.350, 2.735], [3.404, 1.409, 1.894], [3.173, 2.110, 4.882], [3.832, 0.591, 4.256], [2.144, 0.996, 3.960]],
  "atomic_forces_ev_per_a": [[-0.9, -0.3, 0.3], [0.3, -0.1, -0.1], [0.0, -0.1, 0.0], [0.3, -0.1, 0.1], [-0.3, -0.3, -0.1], [0.1, 0.1, 0.6], [-0.1, 0.0, 0.0], [0.1, 0.0, -0.2], [0.0, 0.0, 0.1], [0.0, 0.0, 0.0], [0.0, 0.0, 0.0], [0.0, -0.1, 0.0], [0.0, -0.1, 0.0], [-0.2, -0.1, 0.1], [-0.2, 0.0, 0.0], [0.1, -0.1, 0.1], [0.0, 0.0, 0.0], [0.0, 0.0, 0.1], [-0.1, 0.0, -0.1], [-0.1, 0.1, -0.2], [0.0, 0.0, 0.0], [0.0, 0.1, 0.0], [0.1, 0.0, 0.0], [0.0, 0.0, 0.0], [0.0, 0.0, 0.0], [0.0, 0.0, 0.0], [0.0, 0.0, 0.0], [0.0, 0.0, 0.0], [0.0, 0.0, 0.0], [0.0, 0.0, 0.0], [0.0, 0.0, 0.0], [-0.2, 0.1, -0.5], [0.0, 0.1, 0.1], [0.0, -0.1, 0.1], [0.0, 0.1, 0.0], [0.0, 0.0, 0.0], [-0.1, -0.1, -0.1], [-0.2, 0.1, 0.2], [-0.1, 0.2, -0.2], [0.0, 0.0, 0.0], [0.0, 0.0, 0.0], [0.0, 0.0, 0.0], [0.0, 0.0, 0.0], [0.0, -0.1, 0.0], [1.2, 0.5, -1.0], [0.0, -0.1, -0.2], [0.0, 0.2, 0.1], [0.1, -0.1, 0.1], [0.0, -0.1, 0.0], [0.0, 0.0, 0.0], [-0.1, 0.1, 0.0], [-0.4, -0.6, 0.2], [0.0, 0.8, 0.3], [0.1, -0.1, 0.0], [0.1, 0.0, 0.0], [-0.1, 0.0, 0.0], [0.0, 0.0, 0.0], [0.0, 0.0, 0.0], [0.0, 0.0, 0.0], [0.0, 0.0, 0.0], [0.0, 0.0, 0.0], [0.0, 0.0, 0.0], [0.0, 0.0, -0.1], [0.1, 0.0, 0.0], [0.0, 0.0, 0.0], [0.0, 0.0, 0.1], [0.1, 0.0, 0.0], [0.0, 0.0, 0.0], [0.0, 0.0, 0.0], [0.1, 0.0, 0.0]],
  "mulliken_charge": [-0.213, 0.003, -0.549, -0.511, 0.239, -1.297, 0.979, -0.815, 0.846, -1.073, -0.342, -0.852, -0.341, 0.444, 0.881, -0.235, -0.727, -0.366, -0.776, 0.009, 0.281, 0.675, 0.268, 0.360, 0.364, 0.490, 0.274, 0.415, 0.368, 0.369, 0.326, -0.594, 0.349, -0.165, -0.944, -0.188, -0.760, 0.662, -0.342, 0.477, 0.365, 0.338, 0.372, -0.687, 0.536, -0.529, -0.520, -0.491, -1.376, 0.005, -0.584, 0.032, 0.610, -0.959, 0.199, -1.133, 0.412, 0.325, 0.265, 0.316, 0.213, -0.117, 0.434, 0.475, 0.498, 0.462, -0.272, 0.302, 0.388, 0.136],
  "e_tot_ev": -187721.001,
  "lumo_energy_ev": [4.14, 4.14],
  "total_charge": -2,
  "multiplicity": 8,
  "homo_energy_ev": [-0.230, -1.129],
  "e_above_lowest_kcal_mol": 10.5
}

No. 2
{
  "formula": "C25H29AuN7O3",
  "method": "ωB97M-V with the def2-TZVPD basis set",
  "symbols": ["Au", "C", "O", "C", "C", "C", "C", "C", "C", "C", "N", "C", "C", "N", "C", "C", "C", "C", "N", "C", "C", "N", "C", "C", "C", "C", "H", "H", "H", "H", "H", "H", "H", "H", "H", "H", "H", "H", "H", "H", "N", "C", "C", "C", "O", "O", "H", "H", "H", "H", "H", "H", "N", "C", "C", "N", "H", "H", "H", "H", "H", "H", "H", "H", "H"],
  "positions_angstrom": [[-1.778, -1.118, -0.883], [6.256, 9.505, -0.894], [6.528, 8.203, -0.438], [5.887, 7.161, -0.846], [6.210, 5.938, -0.123], [5.585, 4.780, -0.438], [4.651, 4.769, -1.506], [4.354, 5.934, -2.258], [4.947, 7.144, -1.894], [3.712, 3.710, -1.637], [2.500, 3.835, -2.154], [1.850, 2.707, -1.864], [2.730, 1.812, -1.177], [3.876, 2.462, -1.128], [2.250, 0.511, -0.677], [3.003, -0.401, 0.112], [2.407, -1.599, 0.494], [1.047, -1.822, 0.115], [0.369, -0.918, -0.550], [0.897, 0.239, -0.980], [0.060, 1.149, -1.721], [-1.226, 0.740, -1.989], [-2.055, 1.558, -2.628], [-1.706, 2.829, -3.104], [-0.410, 3.247, -2.844], [0.465, 2.386, -2.155], [7.136, 10.048, -0.681], [5.377, 9.921, -0.455], [6.194, 9.484, -1.992], [6.925, 6.017, 0.664], [5.638, 3.851, 0.106], [3.557, 6.037, -2.960], [4.688, 8.106, -2.333], [4.662, 2.150, -0.603], [3.981, -0.137, 0.488], [2.883, -2.330, 1.187], [0.520, -2.747, 0.369], [-3.019, 1.163, -2.874], [-2.442, 3.395, -3.631], [-0.030, 4.264, -3.062], [-3.813, -1.444, -1.150], [-4.534, -2.105, -0.029], [-4.027, -3.486, 0.379], [-2.668, -3.541, 0.997], [-2.403, -4.521, 1.624], [-1.829, -2.572, 0.736], [-4.387, -0.657, -1.371], [-3.890, -2.015, -1.974], [-5.599, -2.158, -0.191], [-4.447, -1.486, 0.853], [-4.013, -4.054, -0.602], [-4.666, -3.981, 1.046], [-5.229, -9.181, 3.887], [-5.826, -7.787, 3.765], [-4.619, -6.893, 3.901], [-3.375, -7.460, 3.202], [-5.891, -9.860, 3.562], [-4.964, -9.374, 4.852], [-4.357, -9.222, 3.323], [-6.543, -7.565, 4.572], [-6.337, -7.714, 2.819], [-4.375, -6.755, 4.966], [-4.872, -5.901, 3.471], [-3.144, -6.895, 2.387], [-2.673, -7.359, 3.917]],
  "atomic_forces_ev_per_a": [[0.7, -0.1, 0.8], [0.2, 0.1, -2.1], [0.1, -0.9, 1.0], [0.3, -1.3, 0.3], [-0.2, 0.4, -0.5], [-0.3, 0.1, -0.7], [-1.1, 0.3, -0.4], [0.9, 2.5, 1.3], [-0.4, -0.7, -0.3], [0.4, 0.1, -0.5], [-0.5, 0.5, -0.2], [0.3, -0.5, 0.3], [-3.0, -1.1, -0.5], [1.1, -0.2, 1.2], [0.5, 1.0, -0.3], [-1.1, -0.4, 0.1], [-0.5, 0.1, 0.3], [1.4, -0.3, 0.4], [-1.2, 0.0, -0.4], [1.6, -0.5, 0.6], [-2.1, -0.5, -0.5], [0.4, 0.5, 0.2], [0.6, -0.3, -0.4], [1.2, -0.5, 0.7], [-0.2, 0.7, 0.2], [1.1, 0.6, -0.1], [0.7, 0.8, 0.6], [-0.6, 0.2, 0.4], [-0.2, 0.2, 0.3], [0.3, 0.0, 0.5], [0.7, 0.2, 0.4], [-0.3, -0.7, -0.5], [-0.1, -0.5, -0.2], [0.7, -0.2, 0.1], [0.2, -0.1, -0.2], [-0.2, 0.7, -0.9], [0.1, 0.4, 0.1], [-0.5, -0.2, 0.1], [-0.2, 0.4, -0.2], [-0.4, -0.8, -0.2], [-1.0, -0.7, 0.2], [0.0, -0.4, 1.8], [0.4, 0.9, -3.3], [0.1, 0.9, -1.6], [0.8, -1.3, 1.4], [0.4, 0.1, 0.0], [-0.1, 1.0, -0.2], [-0.1, -0.6, -0.5], [-0.3, 0.0, -0.7], [0.2, 0.6, 0.1], [0.2, 0.0, 1.2], [-1.3, -0.5, 0.7], [-0.7, 0.4, 0.1], [0.7, -0.4, 0.6], [1.3, 1.2, -1.0], [-2.0, 0.4, 1.0], [-0.4, -0.8, 0.0], [-0.1, -0.2, 0.1], [-0.1, 0.5, 0.0], [0.3, -0.5, -0.3], [0.0, -0.1, -0.4], [-0.1, 0.0, -0.4], [0.2, -0.5, 0.5], [0.2, 0.0, 0.3], [0.7, 0.0, -0.4]],
  "nbo_charge": [1.173, -0.268, -0.367, 0.453, -0.176, -0.165, 0.003, -0.091, -0.265, 0.324, -0.397, 0.202, 0.172, -0.471, -0.070, -0.123, -0.205, 0.112, -0.482, 0.163, 0.230, -0.507, 0.091, -0.216, -0.078, -0.120, 0.237, 0.219, 0.196, 0.262, 0.219, 0.262, 0.255, 0.432, 0.239, 0.269, 0.266, 0.210, 0.261, 0.263, -0.820, -0.234, -0.527, 0.784, -0.628, -0.806, 0.408, 0.404, 0.220, 0.216, 0.224, 0.248, -0.687, -0.234, -0.265, -0.876, 0.441, 0.438, 0.475, 0.247, 0.228, 0.211, 0.226, 0.410, 0.385],
  "e_tot_ev": -46637.232,
  "lumo_energy_ev": [-7.57, -10.04],
  "total_charge": 3,
  "multiplicity": 3,
  "homo_energy_ev": [-14.907, -15.626],
  "e_above_lowest_kcal_mol": 1.1
}